Record 1
ORCA calculation (ωB97M-V/def2-TZVPD) on C21H25N3S in the gas phase.

Highest occupied orbital energy   -7.5 eV
DFT total energy   -37489.4746 eV
HOMO-LUMO gap   8.15 eV
Energy relative to the best compared isomer or geometry (same formula, charge and spin)   22.7 kJ/mol
SMILES   CCCCNC(=S)NC[C@@H](c1ccccc1)c1c[nH]c2ccccc12
Multiplicity   1

XYZ file:
```
50
Properties=species:S:1:pos:R:3:mulliken_charge:R:1
C -3.960 -1.823 -1.590 -1.18
C -3.366 -2.891 -0.680 -0.19
C -3.624 -2.630 0.805 -0.68
H -3.397 -3.538 1.369 0.32
H -4.680 -2.398 0.957 0.37
C -2.785 -1.485 1.387 -0.69
N -1.368 -1.775 1.364 -0.05
C -0.478 -1.512 0.368 0.06
N -0.759 -0.520 -0.502 0.16
H -1.550 0.072 -0.296 0.22
C 0.207 0.054 -1.396 -1.93
H 0.934 -0.725 -1.634 0.73
H -0.321 0.354 -2.307 0.39
C 0.964 1.286 -0.820 1.52
C 2.006 0.847 0.165 -0.18
C 2.074 1.001 1.518 -0.61
N 3.213 0.415 2.003 0.05
C 3.904 -0.143 0.968 -0.61
C 5.101 -0.846 0.958 -0.90
C 5.574 -1.280 -0.261 -0.49
C 4.880 -1.014 -1.444 -0.98
C 3.692 -0.320 -1.438 -0.22
C 3.181 0.122 -0.218 0.49
H 3.169 -0.121 -2.363 0.42
H 5.287 -1.368 -2.380 0.39
H 6.500 -1.835 -0.307 0.39
H 5.636 -1.048 1.874 0.38
H 3.467 0.357 2.973 0.20
H 1.413 1.512 2.191 0.55
C -0.001 2.321 -0.303 0.27
C -0.168 3.511 -1.003 -0.46
C -1.069 4.471 -0.578 -0.72
C -1.829 4.255 0.558 -0.52
C -1.675 3.076 1.265 -1.22
C -0.770 2.118 0.840 -0.17
H -0.658 1.211 1.416 0.58
H -2.261 2.898 2.156 0.41
H -2.534 5.002 0.893 0.40
H -1.178 5.390 -1.136 0.41
H 0.420 3.690 -1.892 0.38
H 1.499 1.719 -1.675 0.75
S 0.901 -2.426 0.289 -0.39
H -1.105 -2.598 1.890 0.24
H -2.988 -0.558 0.850 0.24
H -3.069 -1.331 2.433 0.36
H -3.807 -3.856 -0.940 0.37
H -2.291 -2.967 -0.855 0.20
H -3.509 -0.850 -1.411 0.25
H -5.033 -1.740 -1.430 0.36
H -3.789 -2.084 -2.631 0.33
```

---

Record 2
ORCA calculation (ωB97M-V/def2-TZVPD) on a molecular structure, C21H25N5O3OsS2 in a non-equilibrium geometry.

Highest occupied orbital energy (spin up / spin down)   -14.4 / -14.4 eV
DFT total energy   -59897.4947 eV
HOMO-LUMO gap (spin up / spin down)   6.41 / 6.42 eV
Energy relative to the best compared isomer or geometry (same formula, charge and spin)   48.2 kJ/mol
Multiplicity   1
Net charge   +2

XYZ file:
```
57
Properties=species:S:1:pos:R:3:mulliken_charge:R:1
Os 0.284 0.813 -0.539 0.80
C -2.172 2.030 2.041 -1.07
C -0.857 2.652 1.752 0.61
N 0.038 2.345 0.809 0.16
C 1.109 3.236 0.970 -0.38
C 0.828 4.080 1.980 -0.64
N -0.402 3.694 2.455 -0.04
H -2.186 1.008 1.677 0.13
H -2.979 2.601 1.580 0.23
H -2.346 2.000 3.116 0.50
H 1.977 3.210 0.338 0.50
H 1.391 4.891 2.407 0.42
H -0.887 4.113 3.234 0.21
C -5.337 -0.051 0.676 -0.96
N -3.980 -0.159 0.117 -0.10
C -3.293 0.687 -0.621 0.49
S -1.707 0.107 -1.246 -0.50
N -3.693 1.858 -1.069 -0.08
C -5.022 2.490 -1.007 -1.02
H -5.405 -0.763 1.493 0.36
H -6.086 -0.301 -0.071 0.37
H -5.514 0.942 1.073 0.33
H -3.525 -1.051 0.249 0.27
H -3.002 2.341 -1.622 0.27
H -5.793 1.795 -1.325 0.36
H -5.007 3.328 -1.698 0.37
H -5.235 2.868 -0.011 0.33
O 5.949 -0.854 1.982 -0.62
S 5.127 -1.174 0.870 1.22
O 5.666 -1.664 -0.359 -0.59
N 4.163 0.152 0.483 -0.57
C 2.943 -0.180 0.597 0.29
O 2.005 0.697 0.217 -0.37
C 2.590 -1.525 1.109 1.08
C 1.368 -2.113 1.382 -0.15
C 1.366 -3.404 1.897 -0.91
C 2.558 -4.081 2.136 -0.54
C 3.787 -3.489 1.864 -0.67
C 3.769 -2.211 1.349 -0.20
H 0.434 -1.591 1.215 0.36
H 0.427 -3.888 2.130 0.42
H 2.529 -5.083 2.544 0.43
H 4.717 -4.007 2.054 0.48
C 0.953 1.144 -2.462 -1.20
C 1.149 -0.306 -2.579 -0.17
C 2.388 -0.845 -2.159 -0.26
C 2.661 -2.192 -2.285 -0.77
C 1.701 -3.028 -2.841 -0.37
C 0.479 -2.523 -3.288 -0.82
C 0.204 -1.181 -3.167 -0.11
H 0.255 1.691 -3.087 0.52
H 1.880 1.704 -2.333 0.51
H 3.154 -0.182 -1.778 0.81
H 3.621 -2.581 -1.971 0.57
H 1.915 -4.083 -2.958 0.47
H -0.241 -3.185 -3.749 0.47
H -0.717 -0.782 -3.572 0.76
```

---

Record 3
ORCA calculation (ωB97M-V/def2-TZVPD) on 2 unconnected molecules or ions with the total composition C21H25N5O4 in a non-equilibrium geometry.

Highest occupied orbital energy   -8.4 eV
DFT total energy   -37825.0162 eV
HOMO-LUMO gap   8.70 eV
Energy relative to the best compared isomer or geometry (same formula, charge and spin)   141.4 kJ/mol
SMILES   CNC(=O)[C@H](Cc1c[nH]c2ccccc12)NC(C)=O.O=c1cc(C2CC2)[nH]c(=O)[nH]1
Multiplicity   1

XYZ file:
```
55
Properties=species:S:1:pos:R:3:mulliken_charge:R:1
O 0.361 -1.097 -5.682 -0.69
O -2.899 1.186 -3.750 -0.67
O 4.550 0.336 2.629 -0.70
O 0.802 -0.075 5.438 -0.70
C -0.500 -1.040 -4.824 0.18
C -2.204 0.192 -3.794 0.11
C 3.427 0.798 2.503 0.71
C 0.375 0.665 4.558 -0.05
C -0.571 -2.024 -3.764 -0.77
C 1.562 -1.465 0.392 -1.05
C -1.481 -1.857 -2.748 0.57
C 0.708 -0.541 0.886 0.71
C -0.366 2.267 -1.556 -1.02
C 0.420 1.851 -2.646 -0.50
C -0.361 1.539 -0.351 -0.27
C 1.200 0.688 -2.545 -0.96
C 0.425 0.374 -0.214 1.22
C 1.191 -0.035 -1.345 -0.46
N -1.385 -0.006 -4.861 0.04
N -2.315 -0.743 -2.798 0.08
N 1.835 -1.180 -0.931 0.14
N -0.645 1.489 4.823 -0.13
N 2.415 0.295 3.207 -0.09
C 3.204 1.967 1.564 -0.79
C -1.296 2.426 3.906 -0.71
C -2.927 -3.212 -1.034 -0.63
C -1.950 -2.374 -0.216 -0.74
C -1.563 -2.847 -1.615 0.05
C 0.251 -0.447 2.306 -1.36
C 0.980 0.615 3.145 0.35
H 0.116 -2.860 -3.793 0.47
H 2.006 -2.269 0.968 0.51
H -0.975 3.157 -1.651 0.43
H 0.418 2.425 -3.563 0.47
H -0.954 1.882 0.483 0.49
H 1.804 0.357 -3.378 0.43
H -1.186 0.776 -5.465 0.29
H -2.808 -0.439 -1.968 0.26
H 2.496 -1.703 -1.489 0.20
H -0.979 1.452 5.775 0.29
H 2.678 -0.415 3.876 0.25
H 4.164 2.260 1.140 0.32
H 2.784 2.804 2.116 0.32
H 2.540 1.670 0.759 0.04
H -2.133 2.913 4.411 0.36
H -1.680 1.900 3.030 0.16
H -0.588 3.194 3.588 0.28
H -3.081 -4.251 -0.725 0.29
H -3.813 -2.719 -1.447 0.25
H -2.176 -1.313 -0.069 0.16
H -1.456 -2.858 0.632 0.28
H -0.822 -3.652 -1.668 0.46
H 0.376 -1.421 2.783 0.42
H -0.816 -0.220 2.301 0.31
H 0.843 1.585 2.674 0.41
```

---

Record 4
ORCA calculation (ωB97M-V/def2-TZVPD) on a molecular structure, C21H25N7O6RhS in a non-equilibrium geometry.

Highest occupied orbital energy (spin up / spin down)   -9.9 / -10.7 eV
<S²>   6.0233
DFT total energy   -58728.1799 eV
HOMO-LUMO gap (spin up / spin down)   6.84 / 3.38 eV
Energy relative to the best compared isomer or geometry (same formula, charge and spin)   127.5 kJ/mol
Multiplicity   5
Net charge   +1

XYZ file:
```
61
Properties=species:S:1:pos:R:3:mulliken_charge:R:1
Rh 0.695 -0.362 0.922 0.38
N 2.770 -0.765 0.881 -0.18
C 3.692 -0.318 1.944 -0.62
C 4.079 1.126 1.914 -0.70
C 3.035 2.103 1.453 -0.27
C 2.654 2.074 -0.057 -0.88
N 1.360 1.326 -0.262 -0.14
H 2.825 -1.782 0.743 0.33
H 3.026 -0.408 0.013 0.15
H 4.602 -0.950 1.902 0.30
H 3.259 -0.515 2.921 0.39
H 5.065 1.373 1.419 0.30
H 4.300 1.467 2.934 0.38
H 3.367 3.172 1.593 0.37
H 2.059 1.936 2.006 0.13
H 3.492 1.591 -0.619 0.34
H 2.564 3.106 -0.437 0.48
H 1.385 1.016 -1.243 0.05
H 0.684 2.096 -0.138 0.36
N -7.545 0.113 -0.567 -0.50
C -6.285 0.477 -0.161 1.10
C -5.741 1.706 -0.574 -0.73
C -4.432 1.964 -0.263 -0.40
C -3.625 1.089 0.531 -0.05
C -4.148 -0.143 0.812 -0.02
C -5.479 -0.461 0.441 -0.90
S -2.122 1.646 1.299 1.20
O -1.448 2.504 0.345 -0.77
O -2.489 2.247 2.564 -0.59
N -1.172 0.323 1.465 -0.05
C -1.205 -0.516 2.538 0.67
N -1.962 -0.469 3.569 -0.46
C -1.920 -1.518 4.473 -0.25
C -0.938 -2.467 4.364 -0.83
C 0.068 -2.282 3.390 0.07
N -0.116 -1.450 2.374 -0.19
H -8.225 0.863 -0.523 0.28
H -7.892 -0.782 -0.231 0.25
H -6.372 2.441 -1.118 0.32
H -3.948 2.810 -0.803 0.39
H -3.516 -0.820 1.360 0.35
H -5.885 -1.482 0.585 0.23
H -2.728 -1.493 5.202 0.46
H -0.696 -3.166 5.154 0.38
H 1.075 -2.836 3.437 0.38
O 1.676 -2.903 -0.559 -0.73
C 1.029 -2.024 -1.187 0.52
O -0.036 -1.397 -0.755 -0.63
C 1.520 -1.559 -2.506 0.32
C 2.896 -1.823 -2.841 -0.51
C 3.478 -1.230 -3.926 -0.58
C 2.695 -0.402 -4.692 0.07
C 1.341 -0.116 -4.412 -0.33
C 0.826 -0.686 -3.302 -0.36
N 3.223 0.083 -5.954 0.96
O 2.375 0.722 -6.615 -0.57
O 4.388 -0.182 -6.230 -0.57
H 3.424 -2.555 -2.267 0.59
H 4.566 -1.352 -4.123 0.43
H 0.633 0.338 -5.138 0.41
H -0.204 -0.497 -3.044 0.48
```

---

Among the records above, which one has the highest multiplicity? C21H25N7O6RhS